The following is a quantum chemistry calculation of a 3-piece molecular cluster, C7H14 overall in a non-equilibrium geometry, from the OMol25 dataset.

Geometry as XYZ:
```
21
Properties=species:S:1:pos:R:3
C -1.364 -0.398 1.996
C -1.329 0.781 1.382
C -2.105 1.099 0.146
H -0.858 -0.559 2.936
H -2.042 -1.175 1.672
H -0.740 1.590 1.794
H -3.018 1.630 0.421
H -2.393 0.191 -0.382
H -1.540 1.742 -0.523
C 0.425 -2.182 0.125
C 0.812 -2.980 -0.677
H -0.022 -1.600 0.927
H 1.155 -3.623 -1.437
C 1.314 0.906 -0.388
C 1.932 0.491 -1.713
H 0.982 1.941 -0.425
H 2.042 0.824 0.417
H 0.508 0.175 -0.140
H 2.220 -0.557 -1.674
H 1.212 0.608 -2.521
H 2.810 1.094 -1.939
```

The value obtained for the LUMO energy is 1.139 eV. For the energy relative to the best compared isomer or geometry (same formula, charge and spin), the calculation gives 341.1 kJ/mol. As for the SMILES: C=CC.C#C.CC. As for the net charge: 0. The value obtained for the HOMO-LUMO gap is 10.93 eV. The HOMO energy comes out at -9.79 eV.